1:
Density functional theory data (the ωB97M-V functional and the def2-TZVPD basis) for a cluster of 2 separate species, C3H6S3 in total.

The geometry in XYZ format:
```
12
Properties=species:S:1:pos:R:3:lowdin_charge:R:1
C 0.045 0.262 -0.188 -0.39
C -0.890 -0.516 -0.533 0.01
C 1.324 -0.365 0.226 -1.03
S -3.477 0.285 -0.973 0.29
S 1.083 -0.254 2.136 0.68
S 2.748 0.402 -0.437 0.75
H -0.135 1.265 -0.064 0.08
H -1.118 -1.576 -0.735 0.07
H 1.299 -1.356 -0.160 0.05
H -3.308 1.551 -1.381 -0.32
H 0.308 -1.360 2.335 -0.13
H 2.121 1.662 -0.225 -0.06
```

Its frontier orbital gap (spin up / spin down) is 0.2757 / 0.2747 hartree. Its LUMO energy (spin up / spin down) is -1.3 / -1.4 eV. As for the total charge: 0.

---

2:
Density functional theory data (the ωB97M-V functional and the def2-TZVPD basis) for a cluster of 2 separate species, C3H6S3 in total.

The geometry in XYZ format:
```
12
Properties=species:S:1:pos:R:3:lowdin_charge:R:1
C -0.842 -2.119 0.492 -0.38
C -0.008 0.669 0.155 -0.67
C 0.563 1.816 -0.515 -1.33
H -2.082 -2.842 0.289 0.17
H -1.100 -1.350 1.426 0.07
H 0.026 -2.598 0.510 -0.08
H -0.754 1.317 0.717 0.04
H 0.824 0.470 0.811 0.09
H 2.332 0.369 -1.368 -0.03
S -0.783 -0.721 -0.803 0.72
S 1.792 1.697 -1.713 0.73
S 0.031 3.292 0.000 0.67
```

Its frontier orbital gap is 0.3025 hartree. Its LUMO energy is -0.5 eV. As for the total charge: 0.

---

It comes down to 2, which is 25.4 kcal/mol more stable than the next structure.

---

1:
Density functional theory data (the ωB97M-V functional and the def2-TZVPD basis) for the molecule C24H33N3O3.

The geometry in XYZ format:
```
63
Properties=species:S:1:pos:R:3:lowdin_charge:R:1
C 2.149 0.898 0.923 0.03
C 2.365 0.142 1.984 -0.17
C 1.323 -0.733 2.608 -0.12
C 1.346 -2.177 2.052 -0.40
C 0.232 -2.996 2.738 -0.13
C 0.098 -4.370 2.168 -0.18
C 0.305 -5.485 2.844 0.01
C 2.713 -2.854 2.242 -0.10
C 3.438 -2.661 0.915 -0.14
C 2.304 -2.700 -0.105 -0.13
N 1.167 -2.144 0.598 0.01
C 0.043 -1.673 0.021 -0.43
O -0.912 -1.274 0.665 0.05
C 0.044 -1.681 -1.501 -0.02
C -1.223 -1.003 -2.052 -0.21
C -1.392 -1.428 -3.510 -0.45
O -1.442 -2.604 -3.824 0.05
N -1.459 -0.456 -4.441 0.09
C -1.369 0.962 -4.188 -0.15
C -0.587 1.165 -2.885 -0.15
N -1.165 0.422 -1.794 -0.11
C -2.356 1.025 -1.215 -0.13
C -1.950 2.240 -0.425 -0.20
C -1.328 2.061 0.806 -0.05
C -0.894 3.156 1.525 -0.07
C -1.075 4.442 1.039 -0.03
C -1.704 4.631 -0.185 -0.27
O -1.941 5.844 -0.767 -0.09
C -1.538 7.004 -0.083 -0.10
C -2.136 3.521 -0.912 0.03
H 2.927 1.505 0.490 0.06
H 1.184 0.950 0.447 0.05
H 3.344 0.119 2.446 0.10
H 1.467 -0.780 3.689 0.12
H 0.334 -0.323 2.403 0.10
H 0.454 -3.052 3.805 0.13
H -0.711 -2.466 2.598 0.11
H -0.196 -4.411 1.127 0.11
H 0.187 -6.457 2.396 0.05
H 0.589 -5.473 3.884 0.06
H 3.260 -2.428 3.081 0.12
H 2.565 -3.919 2.430 0.11
H 4.182 -3.433 0.728 0.11
H 3.926 -1.687 0.884 0.10
H 2.548 -2.119 -0.995 0.12
H 2.090 -3.732 -0.411 0.13
H 0.085 -2.710 -1.864 0.13
H 0.921 -1.144 -1.866 0.12
H -2.071 -1.428 -1.505 0.16
H -1.609 -0.769 -5.390 0.15
H -2.372 1.401 -4.099 0.11
H -0.859 1.447 -5.025 0.12
H 0.440 0.816 -3.034 0.13
H -0.558 2.222 -2.618 0.12
H -2.785 0.295 -0.528 0.13
H -3.115 1.290 -1.969 0.12
H -1.197 1.058 1.178 0.09
H -0.406 3.017 2.478 0.11
H -0.727 5.280 1.622 0.10
H -1.829 7.839 -0.719 0.09
H -0.453 7.026 0.068 0.09
H -2.041 7.096 0.886 0.10
H -2.627 3.695 -1.858 0.12
```

Its frontier orbital gap is 0.3276 hartree. Its LUMO energy is 0.8 eV. Its SMILES is C=CCC1(CC=C)CCCN1C(=O)C[C@@H]1C(=O)NCCN1Cc1cccc(OC)c1. As for the total charge: 0.

---

2:
Density functional theory data (the ωB97M-V functional and the def2-TZVPD basis) for a structure of composition C24H33N3O3.

The geometry in XYZ format:
```
63
Properties=species:S:1:pos:R:3:lowdin_charge:R:1
C -5.852 -2.615 1.351 -0.03
C -4.674 -1.891 0.527 -0.12
C -3.348 -2.179 0.585 -0.08
C -2.470 -1.596 -0.109 -0.26
N -1.186 -2.119 -0.159 0.19
C -0.211 -1.408 -0.571 -0.39
O 0.887 -1.893 -0.313 0.03
C -0.526 -0.139 -1.548 0.02
C -1.851 0.249 -1.640 0.02
C -2.824 -0.497 -0.886 -0.03
C -4.275 0.142 -0.939 -0.18
C -5.266 -0.677 -0.360 0.10
H -6.176 -0.658 -0.427 0.00
C -4.599 1.214 -1.745 -0.04
H -4.148 2.016 -1.544 0.03
H -4.407 0.954 -2.698 0.08
H -5.660 1.108 -1.683 0.11
H -2.077 1.020 -2.085 0.02
C 0.736 0.723 -2.103 -0.03
N 1.187 1.567 -0.949 0.00
C 2.476 1.428 -0.708 -0.48
O 2.973 2.505 -0.010 -0.09
N 3.092 0.321 -0.683 0.09
H 2.424 -0.552 -0.551 0.17
C 4.419 0.157 -0.430 -0.22
C 4.457 -0.328 1.298 -0.04
C 3.776 -1.913 1.555 -0.22
C 4.588 -2.634 0.770 -0.44
C 4.450 -2.530 -0.581 -0.23
C 5.168 -1.158 -0.898 -0.12
H 5.092 -0.784 -2.087 0.16
H 6.154 -1.149 -0.804 0.05
H 3.528 -2.487 -1.025 0.07
H 5.071 -3.382 -1.260 0.18
H 4.084 -3.846 0.992 0.19
H 5.626 -2.608 1.196 0.15
H 2.755 -1.738 1.045 0.09
H 3.770 -1.923 2.894 0.20
H 3.779 0.465 1.837 0.12
H 5.277 -0.199 1.797 0.00
H 5.037 0.858 -0.154 0.08
C 0.387 2.843 -0.592 -0.16
H -0.552 2.668 -1.275 0.17
H 1.034 3.465 -1.243 0.17
C 0.226 3.135 0.600 -0.54
C -0.084 1.815 1.444 -0.07
H 0.311 1.712 2.480 0.12
C -1.608 2.041 1.622 -0.07
H -2.332 1.527 0.995 0.06
C -2.020 3.623 0.949 0.03
H -2.500 4.298 1.404 0.02
O -0.578 4.168 0.792 -0.09
H -2.117 3.501 -0.213 0.12
H -1.968 2.167 2.729 0.12
H 0.067 0.877 1.049 0.06
H 1.326 3.514 1.288 0.24
H 0.241 1.135 -2.964 0.12
H 1.322 -0.064 -2.340 0.07
H -0.950 -2.657 0.576 0.12
H -3.075 -3.132 1.507 0.22
H -5.433 -3.537 1.721 0.06
H -6.611 -2.981 0.662 0.07
H -6.344 -1.944 1.912 0.03
```

Its frontier orbital gap is 0.2801 hartree. Its LUMO energy is -0.2 eV. As for the total charge: 0.

---

It comes down to 1, which is 451.4 kcal/mol more stable than the next structure.

---

1:
Density functional theory data (the ωB97M-V functional and the def2-TZVPD basis) for a cluster of 2 separate species, C4H11PS in total.

The geometry in XYZ format:
```
17
Properties=species:S:1:pos:R:3:lowdin_charge:R:1
C 0.582 -1.618 1.358 -0.27
C -1.491 0.100 0.710 -0.29
C -0.124 -1.757 -1.318 -0.29
C 0.806 2.156 -0.824 -0.47
P 0.103 -0.591 0.083 0.77
S 0.099 3.211 0.482 0.60
H 1.137 -2.398 0.905 -0.05
H 1.127 -1.244 2.242 0.01
H -1.315 1.150 1.067 -0.03
H -2.091 0.300 -0.269 0.08
H -1.812 -0.432 1.533 -0.01
H -0.894 -2.519 -1.329 0.03
H -0.103 -1.213 -2.269 0.02
H 0.941 -2.263 -1.254 0.07
H 0.256 2.241 -1.696 -0.05
H 1.833 1.912 -1.005 -0.02
H 0.946 2.965 1.585 -0.10
```

Its frontier orbital gap (spin up / spin down) is 0.2730 / 0.2631 hartree. Its LUMO energy (spin up / spin down) is 0.3 / -0.1 eV. As for the total charge: 0.

---

2:
Density functional theory data (the ωB97M-V functional and the def2-TZVPD basis) for the molecule C4H11PS.

The geometry in XYZ format:
```
17
Properties=species:S:1:pos:R:3:lowdin_charge:R:1
C -2.803 0.861 0.026 -0.13
C -1.267 0.962 -0.203 -0.40
C -0.610 -0.315 0.434 -0.69
S -1.227 -1.696 -0.681 0.63
P 1.324 -0.357 0.379 0.84
C 3.173 -0.194 -0.324 -0.30
H -2.939 1.105 1.024 0.03
H -3.138 -0.221 0.017 0.04
H -3.402 1.529 -0.643 0.09
H -1.028 0.922 -1.215 0.05
H -0.740 1.693 0.290 0.05
H -1.007 -2.622 0.179 -0.20
H 1.650 0.382 1.620 0.00
H 1.357 -1.772 0.682 -0.02
H 3.563 -0.939 -1.042 0.03
H 3.175 0.755 -0.892 0.02
H 3.920 -0.093 0.350 -0.04
```

Its frontier orbital gap is 0.2829 hartree. Its LUMO energy is 0.0 eV. Its SMILES is CCC(S)=[PH2]C. As for the total charge: 0.

---

It comes down to 2, which is 11.3 kcal/mol more stable than the next structure.

---

1:
Density functional theory data (the ωB97M-V functional and the def2-TZVPD basis) for a cluster of 2 separate species, C2H8N2 in total.

The geometry in XYZ format:
```
12
Properties=species:S:1:pos:R:3:lowdin_charge:R:1
N 0.209 -0.102 1.854 0.01
C -0.194 -0.174 0.420 -0.36
C 0.350 0.630 -0.775 -0.51
N 0.111 0.125 -2.127 -0.25
H 1.044 0.460 2.035 -0.01
H -1.133 0.228 0.787 0.07
H -0.943 -2.820 2.617 0.00
H -0.372 -1.195 0.033 0.07
H -0.326 1.414 -1.177 0.05
H 1.396 0.907 -0.621 0.06
H -1.627 -2.491 2.560 0.00
H -0.844 0.181 -2.463 -0.13
```

Its frontier orbital gap (spin up / spin down) is 0.2202 / 0.1832 hartree. Its expectation value of S² is 0.754. Its LUMO energy (spin up / spin down) is 5.0 / 4.0 eV. The multiplicity is 2. As for the total charge: -1.

---

2:
Density functional theory data (the ωB97M-V functional and the def2-TZVPD basis) for a cluster of 2 separate species, C2H8N2 in total.

The geometry in XYZ format:
```
12
Properties=species:S:1:pos:R:3:lowdin_charge:R:1
N -0.445 1.175 3.245 -0.07
H -1.130 1.903 3.446 -0.02
H 0.389 1.704 3.015 -0.03
H -0.821 0.766 2.392 -0.03
C 0.265 -1.205 -0.237 -0.16
C 0.037 -0.831 -1.539 -0.55
N 0.273 0.383 -2.081 -0.11
H 1.213 -0.896 0.190 0.00
H -0.341 -1.973 0.249 -0.01
H -0.339 -1.551 -2.261 0.05
H 0.689 1.137 -1.552 -0.03
H -0.093 0.728 -2.971 -0.06
```

Its frontier orbital gap (spin up / spin down) is 0.1113 / 0.2745 hartree. Its expectation value of S² is 0.752. Its LUMO energy (spin up / spin down) is 4.3 / 4.1 eV. The multiplicity is 2. As for the total charge: -1.

---

It comes down to 2, which is 73.3 kcal/mol more stable than the next structure.

---

1:
Density functional theory data (the ωB97M-V functional and the def2-TZVPD basis) for the molecule C15H23N3O3S.

The geometry in XYZ format:
```
45
Properties=species:S:1:pos:R:3:lowdin_charge:R:1
C -1.245 -5.672 -2.699 -0.27
O -1.734 -5.220 -1.640 -0.12
C -1.732 -3.746 -1.351 -0.12
C -1.385 -2.673 -2.278 -0.01
C -1.229 -1.401 -1.818 0.02
C -1.671 -0.976 -0.468 -0.21
N -1.690 0.342 -0.196 0.10
C -1.009 1.365 -0.473 -0.94
S -1.126 2.883 -0.110 0.76
N 0.299 1.067 -1.073 -0.06
C 1.399 1.964 -1.447 -0.24
C 2.773 1.651 -0.885 -0.10
N 2.992 2.381 0.499 -0.18
C 4.295 2.403 0.551 -0.21
C 4.377 3.148 2.034 -0.04
O 3.390 2.886 3.199 -0.06
C 2.293 2.827 2.540 -0.51
C 2.014 2.047 1.560 -0.20
C -2.194 -1.883 0.119 -0.37
O -2.474 -1.477 1.314 -0.04
C -3.128 -2.220 2.227 -0.13
C -2.153 -3.215 -0.177 0.06
H -1.467 -6.780 -2.728 0.11
H -1.897 -5.127 -3.484 0.10
H -0.096 -5.266 -2.973 0.14
H -0.783 -3.023 -3.134 0.11
H -0.680 -0.778 -2.468 0.09
H -2.546 0.461 0.458 0.21
H 0.538 -0.004 -1.405 0.17
H 1.429 2.100 -2.671 0.16
H 1.150 2.980 -1.107 0.06
H 3.552 1.897 -1.351 0.03
H 2.817 0.613 -0.737 0.10
H 5.048 2.566 -0.041 0.08
H 4.442 1.365 0.938 0.13
H 5.332 3.198 2.533 0.09
H 4.190 4.313 1.852 0.15
H 1.540 2.666 3.414 0.17
H 1.970 3.892 2.399 0.16
H 0.904 2.127 1.174 0.11
H 2.175 0.942 1.593 0.15
H -3.744 -1.576 3.156 0.17
H -4.024 -2.918 1.892 0.12
H -2.539 -2.958 2.605 0.04
H -2.609 -4.055 0.577 0.19
```

Its frontier orbital gap is 0.2989 hartree. Its LUMO energy is 0.4 eV. Its SMILES is COc1ccc(NC(=S)NCCN2CCOCC2)c(OC)c1. As for the total charge: 0.

---

2:
Density functional theory data (the ωB97M-V functional and the def2-TZVPD basis) for the molecule C15H23N3O3S.

The geometry in XYZ format:
```
45
Properties=species:S:1:pos:R:3:lowdin_charge:R:1
C 1.423 -1.276 -5.243 -0.09
O 0.171 -0.947 -4.692 -0.08
C 0.131 -0.393 -3.449 -0.27
C 1.243 -0.148 -2.660 0.03
C 1.073 0.425 -1.399 -0.26
N 2.212 0.654 -0.616 0.04
C 2.238 0.909 0.732 -0.83
S 3.292 2.059 1.291 0.64
N 1.447 0.182 1.546 -0.12
C 1.319 0.508 2.947 -0.17
C -0.144 0.355 3.359 -0.17
N -0.554 -1.017 3.129 -0.17
C -1.805 -1.391 3.751 -0.18
C -3.092 -0.775 3.168 -0.25
O -3.498 -1.353 1.950 -0.07
C -0.469 -1.332 1.714 -0.16
C 0.978 -1.156 1.253 -0.11
C -0.189 0.774 -0.952 0.03
C -1.309 0.507 -1.741 -0.26
O -2.499 0.868 -1.197 -0.08
C -3.678 0.593 -1.914 -0.08
C -1.149 -0.081 -2.984 0.05
H 1.213 -1.683 -6.231 0.09
H 1.941 -2.032 -4.644 0.10
H 2.062 -0.393 -5.346 0.10
H 2.241 -0.388 -2.991 0.11
H 3.003 1.051 -1.106 0.12
H 1.939 -0.170 3.546 0.14
H 1.662 1.531 3.105 0.07
H -0.752 1.077 2.788 0.13
H -0.243 0.580 4.423 0.13
H -1.738 -1.116 4.807 0.12
H -1.884 -2.484 3.691 0.12
H -2.944 0.285 2.952 0.11
H -3.893 -0.864 3.916 0.11
H -3.632 -2.298 2.085 0.09
H -1.133 -0.702 1.105 0.11
H -0.758 -2.376 1.571 0.13
H 1.608 -1.864 1.810 0.14
H 1.061 -1.369 0.189 0.12
H -0.327 1.266 -0.005 0.12
H -3.706 1.136 -2.864 0.10
H -4.493 0.932 -1.277 0.09
H -3.789 -0.479 -2.103 0.10
H -1.979 -0.303 -3.632 0.11
```

Its frontier orbital gap is 0.3144 hartree. Its LUMO energy is 0.7 eV. Its SMILES is COc1cc(NC(=S)N2CCN(CCO)CC2)cc(OC)c1. As for the total charge: 0.

---

It comes down to 2, which is 328.2 kcal/mol more stable than the next structure.